Below is a structure of composition C17H25O5SSeV, with properties calculated with ωB97M-V with the def2-TZVPD basis set.

Cartesian coordinates (Å):
H -5.4545 -0.5985 -3.2928
H 1.7443 -2.0422 -2.3417
H 3.5444 1.2533 -0.4757
O 2.0300 -1.0645 0.2263
H 2.2735 -0.5105 2.1765
S -1.9470 -2.4035 -1.7195
C -5.3696 -0.5680 -1.1503
H 0.6303 0.2825 3.2716
C -2.9888 0.8605 -1.4821
C 2.7872 1.8176 -1.0294
C -0.8814 -1.1094 2.5647
C -0.3394 0.2890 2.7629
O 1.7082 -0.0458 -2.1767
H 3.9428 -0.8937 -0.5381
H 3.3285 0.9998 -2.9582
H 1.8856 3.4832 0.9482
C 1.1291 -2.3525 2.0454
C -4.8986 -0.2740 -2.4223
Se -1.2989 1.7367 -1.6996
H -0.5002 2.8425 0.8797
C 2.4582 -1.2563 -2.0994
H 3.2661 -2.5337 -0.5778
C -3.4818 0.5869 -0.2067
V 0.2860 0.1149 -0.5500
H 3.1546 2.8342 -1.1945
O -0.1362 -1.8726 1.6364
H 2.3228 1.8987 1.6410
H 1.1819 -2.4858 3.1318
H 1.2494 -3.3321 1.5795
C 0.1839 2.3010 1.5335
O -0.2174 0.9181 1.4835
O 1.5742 1.8488 -0.2883
C -4.6604 -0.1254 -0.0412
C 1.5980 2.4308 1.0130
H -1.0404 0.8598 3.3784
C -0.9700 -1.4021 -1.1475
C -3.7165 0.4369 -2.5889
H -3.3454 0.6545 -3.5822
H 3.2546 -1.2597 -2.8463
H -2.9309 0.9387 0.6582
H -5.0311 -0.3281 0.9562
H -0.9348 -1.6131 3.5362
C 2.4329 1.1806 -2.3615
C 2.2472 -1.4308 1.5920
H 3.2144 -1.9259 1.6976
H 1.7525 1.8306 -2.9107
H -6.2912 -1.1206 -1.0251
H -1.8870 -1.0527 2.1465
H 0.1093 2.6762 2.5545
C 3.0314 -1.4743 -0.7075

Values from the calculation:
Spin multiplicity = 4
Net charge = +1
Largest force on an atom = 0.2 eV/Å
E_tot = -130133.7730 eV
Expectation value of S² = 3.768

Results of the Mulliken charge analysis, in e, for atoms 1 through 2: H 0.39; H 0.25